{
  "formula": "C36H69B2FN15O35P",
  "method": "ωB97M-V with the def2-TZVPD basis set",
  "species": ["H", "C", "O", "C", "H", "H", "N", "O", "H", "O", "H", "C", "H", "O", "O", "C", "H", "O", "H", "H", "C", "H", "H", "H", "H", "C", "N", "B", "H", "N", "H", "H", "C", "H", "C", "C", "C", "N", "H", "H", "H", "H", "H", "H", "H", "C", "P", "C", "O", "C", "H", "H", "O", "O", "O", "O", "H", "H", "H", "N", "H", "H", "H", "H", "H", "O", "C", "O", "H", "F", "H", "H", "C", "C", "O", "C", "H", "O", "H", "H", "O", "H", "C", "H", "O", "H", "H", "H", "O", "H", "C", "C", "H", "C", "O", "O", "O", "C", "C", "C", "O", "C", "O", "O", "H", "C", "H", "C", "C", "C", "O", "N", "H", "H", "H", "O", "C", "H", "O", "H", "H", "H", "C", "H", "B", "H", "N", "N", "C", "C", "C", "N", "N", "H", "H", "O", "N", "C", "N", "H", "N", "O", "H", "O", "H", "C", "O", "H", "H", "H", "N", "H", "O", "N", "H", "H", "O", "O", "O"],
  "coordinates": [[7.156, -6.133, 5.664], [0.712, 0.149, 0.913], [6.819, -6.119, 4.733], [6.265, -3.575, 3.283], [9.177, -3.035, 1.073], [3.765, -1.055, -1.978], [-4.173, 4.133, -0.036], [4.315, -5.372, 4.302], [6.315, 5.821, -0.746], [-0.699, 0.510, -1.360], [-7.152, 1.973, -4.983], [1.295, -1.535, 2.908], [4.536, 5.630, -0.650], [1.487, -1.895, -1.943], [4.847, -5.470, 11.306], [5.386, -2.375, 2.867], [-0.336, 1.217, -1.958], [3.834, -2.241, 4.749], [-8.224, 2.228, -9.231], [-6.129, 1.180, -3.746], [-1.001, 2.384, 0.513], [5.238, 7.229, -1.054], [7.828, -5.479, 0.279], [3.140, -2.612, -0.079], [-4.267, 4.654, -2.074], [2.819, -1.302, 2.635], [-6.737, 1.799, -7.825], [2.641, 1.323, -0.608], [3.646, 2.900, -1.094], [-2.286, 8.099, -1.259], [1.614, -3.250, 4.422], [3.100, -3.154, -7.289], [7.263, -1.641, 1.034], [-1.441, -2.131, 0.536], [5.868, -1.408, 1.719], [-0.096, -2.882, 6.482], [3.351, -0.345, 1.491], [2.533, -2.776, -5.312], [-1.245, -3.006, 6.483], [-7.310, 0.701, -9.508], [8.348, -4.708, 2.932], [6.743, -6.808, 0.800], [-7.778, 0.557, -4.070], [-4.687, -1.664, -4.072], [-5.933, -2.360, 6.579], [3.755, -0.118, -2.630], [5.719, -4.792, 4.606], [-10.970, 5.414, -9.445], [-3.408, 7.686, -1.501], [-5.388, -2.654, 7.475], [4.113, -3.959, -6.049], [3.522, -0.432, -3.712], [-4.721, -8.214, 5.334], [4.855, -5.641, -0.104], [5.507, 0.865, 0.903], [3.043, 2.701, -0.331], [-1.401, 6.338, -0.558], [-5.897, -3.471, 7.985], [-1.974, -7.109, 4.819], [1.977, 10.493, -1.745], [2.053, -3.939, 0.441], [-2.854, -7.128, 6.380], [2.754, 1.866, -2.834], [1.585, 0.475, -2.523], [5.790, -3.140, 6.100], [0.166, -2.766, -0.456], [7.669, -3.848, 2.623], [-8.866, 5.129, -10.352], [-10.627, 6.211, -8.786], [-0.278, -3.423, 3.582], [0.672, 2.614, 2.125], [4.784, 0.404, -2.682], [8.137, -2.848, 1.523], [7.096, -6.218, -0.045], [-5.308, -0.928, -7.116], [-7.243, 1.750, -9.220], [-3.477, -1.559, -5.390], [-5.687, 2.390, -7.629], [-2.141, 2.237, 0.658], [-0.521, 4.006, 2.055], [-3.341, -2.315, 6.459], [-6.547, 2.283, -9.865], [-1.365, -0.911, 2.255], [0.408, 11.747, -2.330], [-3.734, -4.270, 7.318], [-3.033, -5.729, 5.276], [-0.245, 7.610, -1.067], [5.706, -4.419, 8.417], [2.906, 11.043, -2.311], [2.462, -4.570, -6.383], [2.406, -3.349, -0.403], [5.356, 6.149, -1.144], [0.058, 10.721, -0.904], [0.324, -1.737, 5.409], [-6.993, 2.649, -2.058], [-4.799, 3.796, 0.954], [4.452, 5.056, -2.980], [3.970, -1.999, 3.519], [3.099, -3.688, -6.340], [0.776, -2.533, 4.073], [5.629, -4.112, 6.164], [-0.427, 2.856, 1.940], [-2.963, 4.298, -0.094], [-6.416, -2.116, -5.674], [-0.882, 3.223, -0.269], [-1.181, 7.106, -1.300], [-1.153, 6.688, -2.306], [-4.952, 4.361, -1.280], [0.804, 11.340, -1.401], [4.914, -0.167, 1.307], [6.177, -4.769, -1.591], [1.256, -2.608, -0.983], [0.343, -3.896, 6.136], [7.501, -6.863, -0.823], [-2.826, -2.248, 1.523], [-4.197, -7.201, 3.484], [-7.146, 1.443, -4.033], [-5.456, 3.424, -1.530], [-8.852, 2.745, -3.180], [2.810, -3.995, -1.182], [4.928, -5.994, 8.766], [-11.711, 4.792, -8.946], [2.255, 0.349, 0.632], [1.285, -1.243, 5.808], [-0.351, 0.979, -0.034], [4.034, -4.460, 9.058], [5.945, -5.482, -0.628], [-4.029, -7.463, 4.664], [-4.414, -1.163, -5.000], [-2.881, -6.805, 5.341], [2.588, 0.914, -2.189], [-7.711, 2.355, -3.005], [-9.791, 4.575, -9.785], [-4.358, -0.085, -4.854], [-0.512, -0.992, 5.190], [-1.992, 9.253, -0.986], [5.331, 5.814, -2.592], [0.211, -0.791, 2.043], [-4.043, -3.120, 7.049], [-1.647, -1.412, 3.258], [-2.081, -1.631, 1.165], [1.927, 9.312, -1.437], [-5.246, -1.809, 8.147], [6.193, 6.321, -3.289], [0.332, -2.681, 7.521], [5.008, -4.948, 9.061], [-7.414, 1.239, -6.973], [-1.124, 2.423, 2.754], [-1.793, 0.164, 2.337], [-5.670, 5.155, -1.078], [5.522, -4.914, 10.455], [1.152, 12.131, -0.738], [3.246, -2.490, -4.362], [-5.469, -1.425, -6.014], [7.680, -0.953, 0.220], [-11.367, 5.815, -10.377], [1.394, -2.380, -5.494], [6.580, -4.335, 10.649], [-9.832, 3.395, -9.471]],
  "lowdin_charge": [0.08, 0.04, -0.20, -0.15, 0.10, 0.06, -0.41, -0.34, 0.10, 0.06, 0.07, 0.03, 0.09, 0.06, 0.06, -0.01, 0.11, 0.02, 0.06, 0.09, -0.16, 0.10, 0.07, 0.08, 0.10, 0.03, -0.42, -0.38, 0.09, -0.43, 0.14, 0.10, 0.04, 0.03, 0.00, -0.10, 0.00, -0.43, 0.05, 0.11, 0.10, 0.10, 0.11, 0.10, 0.10, -0.12, 0.66, 0.05, 0.06, 0.05, 0.09, 0.06, 0.06, 0.06, 0.06, 0.06, 0.09, 0.10, 0.10, -0.44, 0.10, 0.10, 0.11, 0.09, 0.08, 0.05, -0.04, 0.08, 0.10, -0.08, 0.07, 0.09, -0.05, 0.04, 0.05, 0.05, 0.10, 0.07, 0.11, 0.08, 0.05, 0.10, -0.22, 0.11, 0.06, 0.08, 0.08, 0.06, 0.06, 0.10, 0.05, 0.05, 0.07, -0.16, 0.02, 0.07, 0.05, -0.23, 0.04, -0.24, -0.21, -0.12, 0.01, 0.06, 0.10, 0.05, 0.11, 0.04, 0.04, -0.24, 0.06, -0.39, 0.08, 0.10, 0.08, 0.06, 0.05, 0.06, 0.08, 0.09, 0.11, 0.10, 0.06, 0.12, -0.38, 0.11, -0.44, -0.45, 0.04, 0.04, -0.14, -0.41, -0.43, 0.09, 0.11, 0.05, -0.44, -0.02, -0.43, 0.11, 0.01, 0.05, 0.10, 0.06, 0.07, 0.03, 0.03, 0.08, 0.11, 0.11, -0.45, 0.10, 0.04, -0.44, 0.11, 0.10, 0.07, 0.06, 0.04],
  "largest_force_ev_per_a": 5.29,
  "de_lowest_ev": 11.158
}